Computed, not measured: a 12-piece molecular cluster, C46H101N11O17S overall at a distorted geometry, with wB97M-V/def2-TZVPD.

Calculated values
gap between HOMO and LUMO	8.81	eV
SMILES	CCC[C@]1(CCCCCCOC(C)=O)COS(=O)(=O)O1.CN(C)C=O.CN(C)C=O.CN(C)C=O.CN(C)C=O.CN(C)C=O.CN(C)C=O.CN(C)C=O.CN(C)C=O.CN(C)C=O.CN(C)C=O.CN(C)C=O
multiplicity	1

The geometry in XYZ format:
```
176
C46H101N11O17S | the Open Molecules 2025 dataset | wB97M-V/def2-TZVPD
S -0.466 1.073 -4.358
O 4.951 1.256 1.992
O 0.430 1.731 -5.237
O -0.372 -0.520 -4.606
O 1.476 6.583 -3.904
O -2.412 5.783 0.852
O -8.487 -0.178 -3.278
O 5.746 -1.162 -2.710
O -6.514 -10.926 5.209
O -0.115 -3.906 2.646
O -6.358 -5.850 -0.960
O 0.093 1.157 -2.887
O 7.311 9.818 -2.877
O 1.497 5.816 2.483
O -6.315 0.000 -2.622
O -7.671 -8.035 2.470
O 8.652 -2.048 -4.887
O -1.846 1.395 -4.405
N -5.471 -8.321 2.950
N 5.721 -2.066 -4.789
N -8.537 -5.293 -1.210
N 4.271 3.231 2.876
N 0.487 5.934 4.514
N -1.326 -5.242 4.022
N -7.193 -10.567 7.343
N 3.100 8.109 -3.491
N -0.985 5.112 -0.786
N 9.965 -2.104 -3.039
N 7.162 11.725 -1.660
C -7.398 -10.737 6.029
C 7.524 13.120 -1.501
C -1.699 -6.130 2.933
C -8.293 -4.798 -2.554
C 9.729 -1.888 -4.341
C -7.494 -5.789 -0.523
C 3.357 2.573 3.794
C 0.362 5.138 -1.337
C -5.093 -7.373 1.910
C -0.703 5.231 4.047
C 4.361 4.678 2.881
C -5.830 -10.609 7.848
C -4.442 -8.964 3.751
C -2.515 -1.578 -0.606
C 2.348 8.694 -2.394
C -1.810 -5.520 5.358
C 2.519 0.917 -1.178
C -0.324 -0.412 -1.152
C -0.541 -4.181 3.748
C 4.401 8.660 -3.830
C -2.009 4.341 -1.471
C 0.552 6.369 5.895
C 4.041 0.959 -1.231
C -4.809 -1.695 -1.702
C 2.561 7.074 -4.156
C 2.018 -0.157 -2.139
C 6.022 -1.925 -6.199
C -9.872 -5.230 -0.651
C -7.596 0.462 -2.722
C 0.197 -1.179 -3.489
C 0.532 -0.127 -2.376
C -1.304 5.771 0.332
C 7.587 10.988 -2.702
C 5.976 -1.093 -3.907
C -1.822 -0.479 -1.428
C 5.003 2.468 2.043
C -8.286 -10.345 8.271
C 8.872 -2.568 -2.193
C -4.008 -1.323 -0.467
C 11.272 -1.892 -2.449
C -6.200 -1.091 -1.684
C -7.849 1.815 -2.120
C 1.490 6.159 3.651
C 6.312 11.094 -0.664
C -6.783 -8.563 3.124
C 5.133 -3.301 -4.313
H 8.493 -3.520 -2.566
H -2.833 4.988 -1.773
H 6.461 -0.952 -6.396
H -9.233 -10.342 7.737
H -4.885 -9.644 4.477
H -5.231 -9.831 7.373
H -0.316 -3.569 4.638
H 3.389 5.116 2.644
H -10.565 -5.810 -1.265
H -9.213 -4.413 -2.986
H 6.730 -2.697 -6.500
H -1.459 -6.501 5.689
H 0.347 5.551 -2.343
H 6.628 13.742 -1.490
H -3.866 -8.201 4.283
H -3.772 -9.530 3.098
H 5.399 10.723 -1.132
H -2.287 0.460 -1.144
H -2.902 -5.512 5.373
H -7.753 -6.134 0.492
H -8.218 2.492 -2.880
H -2.328 -6.928 3.311
H 2.626 1.986 3.237
H 3.203 6.698 -4.969
H -0.452 6.316 0.769
H -1.412 5.128 4.863
H 4.440 -0.039 -1.130
H 4.296 9.711 -4.110
H 2.154 1.902 -1.454
H 8.067 13.264 -0.565
H 2.157 7.943 -1.627
H 1.116 -1.681 -3.773
H -8.161 -9.384 8.773
H 2.915 9.515 -1.963
H -4.937 -2.769 -1.796
H 6.423 -0.197 -4.365
H 8.159 13.435 -2.326
H 2.842 3.321 4.391
H -2.402 3.575 -0.801
H 4.355 1.288 -2.217
H 4.833 8.116 -4.666
H -8.461 -10.689 5.744
H 2.337 6.700 4.108
H -8.307 -11.137 9.022
H -6.974 2.251 -1.656
H 9.231 -2.695 -1.175
H 4.995 -3.984 -5.147
H 5.084 5.007 2.138
H -4.173 -0.260 -0.286
H -0.804 -6.558 2.480
H -5.461 -7.727 0.948
H 11.209 -1.140 -1.661
H 5.076 8.587 -2.979
H -1.574 3.869 -2.348
H 1.387 9.064 -2.753
H 4.459 1.599 -0.468
H 6.829 10.247 -0.213
H 2.507 -0.010 -3.102
H -9.871 -5.638 0.357
H -5.552 -6.406 2.118
H -7.901 -5.600 -3.180
H -0.265 7.060 6.110
H 5.106 -2.027 -6.786
H -7.545 -4.007 -2.506
H -4.314 -1.349 -2.605
H -4.016 -7.259 1.864
H -10.216 -4.194 -0.614
H -0.423 4.244 3.678
H 0.760 4.120 -1.371
H 8.052 -1.851 -2.201
H -1.164 5.785 3.228
H -5.376 -11.574 7.619
H 1.497 6.874 6.083
H 4.681 5.031 3.864
H 0.045 -1.301 -0.647
H 5.783 -3.763 -3.569
H -6.991 -9.287 3.919
H 3.906 1.897 4.449
H -5.836 -10.456 8.923
H 2.345 -1.130 -1.785
H -2.063 -1.606 0.381
H 0.473 5.509 6.563
H -2.237 -5.568 2.170
H 10.621 -1.541 -4.892
H -0.157 0.408 -0.456
H 2.199 0.642 -0.178
H 11.972 -1.549 -3.208
H -2.065 -0.648 -2.473
H 8.225 11.554 -3.402
H -1.444 -4.766 6.051
H -8.627 1.725 -1.369
H 5.660 3.059 1.380
H 4.168 -3.103 -3.842
H -0.415 -1.956 -3.040
H -4.392 -1.825 0.417
H 6.056 11.816 0.106
H -2.364 -2.520 -1.129
H -6.950 -1.829 -1.953
H 1.007 5.749 -0.709
H -6.467 -0.702 -0.701
H 11.646 -2.824 -2.020
```

Here are the Mulliken charges for atoms 1 to 5, given in e:
1 S 1.2477
2 O -0.6016
3 O -0.6523
4 O -0.4264
5 O -0.6037


Computed, not measured: a 8-piece molecular cluster, C46H102F9N6O4P overall at a distorted geometry, with wB97M-V/def2-TZVPD.

Calculated values
gap between HOMO and LUMO	10.21	eV
multiplicity	1
charge	+4

The geometry in XYZ format:
```
168
C46H102F9N6O4P | the Open Molecules 2025 dataset | wB97M-V/def2-TZVPD
P 2.398 -2.684 -1.950
F 2.958 -1.640 -2.991
F 3.191 -1.953 -0.756
F 1.118 -1.793 -1.646
F 2.878 0.797 5.869
F 1.502 -3.446 -3.088
F 1.153 2.116 5.821
F 3.614 -3.750 -2.303
F 1.885 -3.735 -0.865
F 0.976 -0.091 5.842
O -1.956 1.495 4.542
O 0.660 1.488 3.168
O 1.964 -0.322 3.274
O 4.888 -6.833 0.865
N -1.109 -2.920 3.946
N 6.089 3.634 -0.799
N 0.065 -3.618 -7.197
N -6.552 4.822 2.090
N -2.348 3.613 5.055
N 3.733 -6.236 -1.063
C -9.429 2.899 1.158
C -10.129 1.525 1.201
C 6.869 4.760 -0.281
C 4.695 3.514 -0.331
C 6.182 6.142 -0.391
C 5.705 2.405 -2.809
C -8.627 3.227 2.371
C 0.808 -3.308 -5.906
C -1.934 0.087 0.884
C 2.847 -7.382 -1.447
C 3.373 -2.239 3.024
C 6.143 -7.119 -1.195
C 1.679 1.011 5.330
C -2.009 -3.725 -8.420
C -0.480 -4.539 5.626
C -2.737 2.022 6.767
C 5.007 -6.824 -0.308
C 3.281 -0.780 3.149
C -1.367 -3.207 -7.138
C 2.277 -3.309 -6.336
C 0.761 -2.730 -8.243
C -4.401 -3.398 -7.609
C -8.056 4.569 2.231
C -5.957 4.375 0.729
C -0.136 -3.164 5.085
C -0.644 -2.036 2.814
C 6.748 2.307 -0.626
C -1.638 4.010 3.843
C 2.251 -2.828 -7.875
C 1.823 0.942 3.792
C -6.304 6.327 1.875
C -3.307 -2.958 -8.620
C 5.982 3.804 -2.261
C -1.319 -5.243 4.592
C -1.217 -4.303 3.371
C -4.878 6.409 1.322
C -1.079 -1.142 0.461
C -2.373 2.306 5.374
C 6.865 7.212 0.457
C 6.243 7.199 1.892
C -1.207 -2.309 1.402
C -4.626 5.129 0.585
C 0.313 -5.028 -7.587
C -2.408 -2.332 4.393
C 6.169 1.460 -1.732
C -5.709 4.333 3.257
H 7.880 2.462 -0.792
H -2.960 -0.180 1.110
H 0.423 -2.100 2.689
H -0.356 -4.491 2.756
H -1.548 0.556 1.769
H -2.459 -5.441 4.927
H -2.629 4.288 5.763
H 4.792 3.310 0.726
H -8.486 5.032 1.392
H 7.828 4.733 -0.728
H -4.473 5.261 -0.462
H -10.714 1.447 2.105
H -6.479 6.752 2.878
H -2.290 3.916 3.016
H 1.799 -7.124 -1.572
H -3.432 1.152 6.880
H 6.868 7.764 2.609
H -10.216 3.638 1.073
H 0.892 -3.112 4.622
H 7.010 4.634 0.705
H 0.447 -2.401 -5.540
H 4.171 4.457 -0.545
H -0.924 -1.074 3.178
H 2.705 1.611 3.624
H 4.196 2.681 -0.758
H -4.843 7.259 0.610
H -0.932 -6.255 4.365
H 4.364 -2.593 3.133
H 7.010 0.942 -2.104
H 3.744 -0.375 2.233
H 2.695 -1.859 -7.995
H -2.102 -4.352 2.723
H -0.071 1.445 3.731
H 6.900 4.283 -2.661
H 3.128 -5.550 -0.491
H 6.374 2.241 -3.698
H 4.683 2.294 -3.146
H -0.735 3.357 3.660
H -1.147 -4.511 6.516
H -6.098 4.899 4.091
H 2.862 -7.970 -0.510
H 3.775 -0.470 4.133
H 5.176 6.128 -0.080
H -2.214 -4.775 -8.352
H -2.806 -2.811 5.301
H -5.767 3.287 0.663
H -4.717 -4.491 -7.632
H -4.698 4.609 2.965
H 6.597 2.149 0.463
H -8.271 5.239 3.103
H 0.403 -5.006 5.875
H 0.529 -4.034 -5.159
H -4.112 -2.938 -6.681
H -1.834 -3.542 -6.147
H -4.051 6.582 2.000
H -2.225 -2.576 1.601
H 0.466 -1.732 -8.056
H -7.113 6.649 1.196
H 6.084 6.384 -1.484
H -5.880 3.283 3.511
H -1.356 -2.045 -7.083
H -10.890 1.534 0.364
H 7.053 -6.734 -0.783
H -6.623 4.604 -0.109
H -0.018 -0.857 0.227
H -3.809 4.608 0.968
H 6.737 8.204 -0.060
H -0.054 -5.694 -6.749
H -2.311 -1.297 4.656
H -9.263 3.215 3.262
H -3.144 -1.825 -8.511
H 1.353 -5.251 -7.950
H 3.043 -2.590 2.039
H 2.902 -4.187 -6.028
H 5.992 6.221 2.379
H -3.620 -3.104 -9.657
H -1.408 -1.456 -0.556
H 0.592 -3.133 -9.217
H 4.036 -5.707 -1.869
H -7.909 2.423 2.551
H 5.296 7.764 1.945
H -0.717 -3.218 0.995
H 2.734 -2.474 -5.766
H -8.892 2.922 0.160
H -0.263 -5.377 -8.385
H 5.879 -6.732 -2.231
H 7.975 7.107 0.642
H -1.754 1.682 7.149
H -2.043 0.852 0.101
H 2.775 -3.520 -8.446
H -5.380 -2.864 -7.856
H -9.441 0.733 1.003
H 3.233 -7.929 -2.257
H 6.295 -8.192 -1.222
H -3.139 -2.424 3.607
H 2.869 -2.659 3.886
H -3.017 2.937 7.283
H -0.225 -2.345 5.802
H 5.251 4.555 -2.460
H -1.311 5.055 3.893
H 5.400 0.791 -1.365
H -1.210 -3.566 -9.133
```

Here are the Mulliken charges for atoms 1 to 5, given in e:
1 P 1.3736
2 F -0.3765
3 F -0.3891
4 F -0.3553
5 F -0.2891


no.,HOMO (eV),DFT total energy (eV)
1,-8.41,-111373.7104
2,-16.83,-100204.7444